15
Properties=species:S:1:pos:R:3 method="wB97M-V/def2-TZVPD" energy_ha=-304.640477 homo_lumo_gap_ev=8.66 homo_ev=-7.89 largest_force_ev_per_a=6.5
C 0.951 0.098 0.421
C -1.699 1.390 -0.235
C -0.183 -0.791 0.419
C 1.872 1.029 -0.193
C -0.578 -2.158 0.082
N 0.546 -0.366 1.598
N -1.843 0.206 -0.299
H -2.511 1.989 -0.758
H -0.989 2.048 0.337
H 1.336 1.940 -0.181
H 2.146 0.874 -1.332
H 2.929 1.162 0.268
H 0.221 -2.618 -0.492
H -1.336 -2.039 -0.638
H -0.861 -2.764 1.003